Below is a structure of composition C3H5NO2, with properties calculated with the ωB97M-V functional and the def2-TZVPD basis.

As for the HOMO-LUMO gap: 0.396 hartree. As for the HOMO energy: -10.0 eV. The energy above the lowest of the compared OMol25 structures with the same formula, charge and spin is 26.8 kcal/mol.

```
11
Properties=species:S:1:pos:R:3:forces:R:3:mulliken_charge:R:1
N -0.3312 1.4694 0.4174 -0.04 0.08 -0.18 -0.6548
C 0.3075 0.3047 -0.1394 0.13 -0.05 -0.02 0.2630
C 0.5085 -0.9451 0.7364 0.18 0.05 0.28 -0.4590
O -0.2032 -1.7574 -0.2431 -0.08 -0.08 -0.11 -0.3319
C -0.5291 -0.6626 -0.9846 -0.37 0.13 -0.48 0.4407
O -1.2724 -0.5903 -1.9147 0.37 -0.06 0.45 -0.5456
H -1.3114 1.5143 0.1587 0.10 -0.03 0.09 0.2544
H 0.1057 2.3163 0.0803 -0.07 -0.02 0.06 0.2555
H 1.2291 0.5705 -0.6666 -0.12 -0.06 0.05 0.2733
H 1.5296 -1.3075 0.8720 -0.14 0.05 -0.02 0.2327
H -0.0331 -0.9123 1.6836 0.05 -0.01 -0.13 0.2718
```
Positions in Å, forces in eV/Å.

Below is the molecule CH4ClO2P, with properties calculated with the ωB97M-V functional and the def2-TZVPD basis.

As for the HOMO-LUMO gap (spin up / spin down): 0.302 / 0.265 hartree. As for the HOMO energy (spin up / spin down): -8.6 / -7.7 eV. The energy above the lowest of the compared OMol25 structures with the same formula, charge and spin is 77.2 kcal/mol.

```
9
Properties=species:S:1:pos:R:3:forces:R:3:mulliken_charge:R:1
C -1.3044 -1.1915 1.1865 -0.73 -0.47 -1.60 -0.5127
O 1.7339 0.8258 -0.0934 1.66 -0.36 -1.13 -0.5122
O -0.7514 1.2842 -0.1942 -0.27 -0.28 -0.23 -0.5247
P 0.3085 0.5120 -0.8639 1.43 0.40 2.33 0.5786
Cl -0.1168 -1.6296 0.1031 0.00 -0.55 -0.23 -0.0029
H -0.8987 -0.5108 1.8586 0.32 0.97 1.47 0.2802
H -2.1870 -0.8851 0.6195 -0.03 -0.32 0.61 0.2705
H 2.6650 0.6830 -0.4958 -2.64 0.17 0.66 0.3397
H 0.5510 0.9121 -2.1203 0.26 0.44 -1.87 0.0834
```
Positions in Å, forces in eV/Å.

Below is the molecule C5H7NO2S, with properties calculated with the ωB97M-V functional and the def2-TZVPD basis.

As for the HOMO-LUMO gap: 0.403 hartree. As for the HOMO energy: -10.2 eV. As for the SMILES: C=CS(=O)(=O)C[C@@H]1C=N1. The energy above the lowest of the compared OMol25 structures with the same formula, charge and spin is 105.9 kcal/mol.

```
16
Properties=species:S:1:pos:R:3:forces:R:3:mulliken_charge:R:1
C 3.0715 0.5784 0.1045 1.11 -0.58 0.36 -0.5448
C 2.0665 0.0721 -0.5332 -1.85 -0.32 -0.42 -0.4579
S 0.4134 0.6267 0.0273 0.52 0.46 -0.44 1.2414
O 0.8233 1.4328 1.1625 -1.30 -0.65 -0.01 -0.6768
O -0.3177 1.2772 -1.0420 0.69 -0.58 0.13 -0.6139
C -0.6079 -0.8391 0.5260 -2.63 2.76 2.77 -0.9027
C -2.2138 -0.6928 0.2374 3.61 1.67 -0.36 -0.1092
C -2.7627 0.0529 -0.8510 0.05 -0.13 2.08 -0.1377
N -2.7851 0.7107 0.2154 -0.39 -0.28 -0.40 -0.4313
H 4.0567 0.2381 -0.1816 0.23 0.47 0.11 0.2496
H 2.8392 1.1594 0.9469 0.47 0.91 1.01 0.3676
H 2.2976 -0.5415 -1.3617 -0.76 -0.75 -0.97 0.3583
H -0.3008 -1.7329 0.1318 1.28 -2.05 -1.16 0.5087
H -0.5179 -0.8636 1.6725 0.11 -0.04 -1.69 0.3286
H -2.8093 -1.4123 0.6940 -0.62 -1.36 1.09 0.4668
H -3.2530 -0.0661 -1.7488 -0.53 0.46 -2.09 0.3531
```
Positions in Å, forces in eV/Å.

Below is a structure of composition C32H53ClN2O25Si2, with properties calculated with the ωB97M-V functional and the def2-TZVPD basis.

As for the HOMO-LUMO gap: 0.357 hartree. As for the HOMO energy: -9.6 eV.

```
115
Properties=species:S:1:pos:R:3:forces:R:3:mulliken_charge:R:1
C -0.2135 4.3623 1.4614 -0.60 -0.24 -0.18 -0.8647
C 0.1769 3.3124 0.4690 -0.41 -0.04 0.31 0.2561
N 1.0896 3.5358 -0.3643 0.67 0.08 -0.67 -0.5823
C -0.5927 2.0122 0.5192 -0.01 -0.21 0.57 -0.0418
Si 0.6135 0.6459 1.0014 0.38 -0.11 -0.99 0.3994
O -0.1079 -0.8832 1.0968 -0.42 1.26 0.85 0.0033
Si -1.4775 -0.9668 2.0366 -0.24 -1.44 -0.58 0.3610
Cl -1.1014 -2.4238 3.4956 -0.02 0.44 -0.14 -0.3093
C -2.8266 -1.6626 0.9488 0.59 0.25 0.03 -0.6894
C -3.0634 -0.8215 -0.3161 -0.16 0.34 0.35 -0.7406
C -4.0102 0.3901 -0.1655 -0.13 -0.39 0.24 -0.1068
C -4.7890 0.5021 1.1447 -0.74 -0.04 -0.83 -0.2336
C -5.5896 1.8050 1.1530 0.63 0.16 0.60 -0.9713
N -4.7834 2.9936 1.4677 -0.14 -0.15 -0.31 -0.5720
H 0.3285 4.2708 2.3952 0.23 0.03 0.17 0.3618
H -0.1052 5.3490 1.0442 0.38 0.22 0.04 -0.1827
H -1.2688 4.2360 1.6834 -0.21 0.09 0.23 0.3397
H 1.2022 2.7308 -0.9829 0.14 0.17 -0.15 0.2576
H -1.3919 2.1224 1.2424 -0.22 -0.15 0.23 0.0844
H -1.0791 1.8051 -0.4287 0.14 -0.09 -0.36 0.2442
H 1.3592 0.9899 2.2253 -0.22 -0.06 0.21 -0.1869
H 1.5944 0.5582 -0.0990 0.01 -0.13 0.06 -0.2334
H -1.8186 0.3216 2.6485 0.21 0.05 0.26 -0.1496
H -2.4229 -2.6183 0.6201 0.13 -0.28 0.05 0.2895
H -3.7250 -1.8994 1.5066 -0.25 0.06 0.06 0.5385
H -3.4318 -1.4833 -1.0915 -0.13 -0.06 -0.18 0.4409
H -2.1064 -0.4512 -0.6670 0.29 -0.08 -0.21 0.1957
H -3.5066 1.3295 -0.3614 0.41 0.17 0.02 -0.1138
H -4.7580 0.3098 -0.9459 -0.21 0.08 -0.24 0.4265
H -4.1762 0.4047 2.0343 0.16 0.13 0.20 0.1742
H -5.5161 -0.3090 1.1519 -0.01 -0.29 0.25 0.2858
H -6.0288 1.9494 0.1751 -0.21 0.08 -0.28 0.4355
H -6.4100 1.7506 1.8616 -0.11 -0.04 0.18 0.3434
H -4.2039 3.2113 0.6663 0.11 0.15 0.08 0.2001
H -4.1532 2.7842 2.2335 -0.02 0.09 0.08 0.2717
C 1.6743 8.0891 -0.4852 0.16 -0.04 -0.16 0.0151
C 0.8678 9.3331 -0.7671 0.22 0.46 -0.02 -0.2998
O -0.4378 8.9623 -0.2993 0.07 -0.11 0.07 -0.3419
C -0.2921 7.9784 0.6145 -0.02 0.08 -0.02 0.7014
O -1.1702 7.5587 1.3029 -0.01 0.00 -0.03 -0.5614
O 0.9808 7.5231 0.6392 -0.06 0.13 -0.01 -0.3274
H 2.7104 8.2997 -0.2317 -0.05 -0.07 0.21 0.2800
H 1.6471 7.3763 -1.3081 -0.06 -0.01 -0.02 0.0557
H 1.2163 10.1942 -0.1899 -0.06 -0.09 0.13 0.2969
H 0.8403 9.5922 -1.8202 -0.19 -0.09 0.24 0.2858
C 1.5429 -3.6797 0.5409 -0.06 0.11 0.18 0.1166
C 0.7518 -4.9440 0.2947 -0.10 -0.06 0.17 -0.2950
O 1.0296 -5.2136 -1.0845 0.10 0.06 0.04 -0.3634
C 2.2064 -4.6172 -1.4004 0.02 0.06 0.00 0.6690
O 2.7956 -4.7903 -2.4191 0.03 -0.12 -0.01 -0.5397
O 2.6170 -3.8029 -0.4028 -0.11 -0.15 -0.06 -0.3434
H 1.9281 -3.6103 1.5550 0.18 0.00 -0.08 0.3280
H 0.9750 -2.7794 0.3144 0.00 -0.01 -0.03 -0.0012
H 1.1040 -5.7848 0.8954 0.03 0.01 -0.02 0.2582
H -0.3158 -4.8169 0.4556 -0.02 -0.03 -0.19 0.2529
C 1.8447 6.6308 -6.0607 0.08 -0.12 -0.12 -0.5194
C 2.1291 5.7925 -4.8373 0.34 -0.27 -0.17 0.7306
O 1.9579 6.7491 -3.7715 -0.07 0.18 -0.11 -0.2274
C 1.1506 7.7269 -4.2190 -0.09 -0.16 -0.04 0.6558
O 0.6604 8.5699 -3.5260 -0.03 -0.17 -0.36 -0.5891
O 0.9506 7.6313 -5.5474 0.05 0.06 0.05 -0.3804
H 1.3693 6.0713 -6.8615 -0.16 0.09 0.04 0.3295
H 2.7379 7.1222 -6.4513 -0.03 0.06 0.04 0.2960
H 1.4098 4.9940 -4.6983 0.01 -0.05 0.00 -0.1469
H 3.1304 5.3645 -4.8413 -0.25 0.32 0.25 -0.1419
C 4.3400 -8.0845 -2.6643 -0.04 0.20 0.12 -0.1669
C 3.5526 -8.0522 -3.9538 -0.16 0.19 -0.04 -0.2415
O 4.3136 -8.9246 -4.7974 0.04 -0.04 0.16 -0.3393
C 5.0196 -9.7695 -4.0049 0.01 -0.03 -0.04 0.6093
O 5.6185 -10.7182 -4.3928 -0.01 0.02 0.02 -0.5115
O 4.9470 -9.3807 -2.7064 -0.05 0.04 -0.12 -0.3505
H 3.7130 -7.9802 -1.7830 0.05 -0.17 0.05 0.2299
H 5.1239 -7.3263 -2.6360 0.00 -0.01 -0.03 0.2515
H 2.5466 -8.4603 -3.8403 0.02 -0.04 0.02 0.2576
H 3.4849 -7.0575 -4.3849 0.10 -0.05 -0.12 0.2557
C -3.1935 -5.1934 6.9423 0.17 0.05 0.25 -0.1414
C -2.7556 -5.3262 5.5042 0.26 0.08 -0.07 -0.0572
O -3.8152 -6.1022 4.9316 -0.05 0.03 0.14 -0.3620
C -4.9264 -5.9233 5.6933 -0.03 0.00 0.05 0.6586
O -6.0127 -6.2993 5.3969 0.02 -0.01 -0.01 -0.5356
O -4.6218 -5.2661 6.8398 0.06 -0.05 -0.22 -0.3659
H -2.8857 -4.2550 7.3963 -0.21 0.06 0.00 0.3377
H -2.8432 -6.0207 7.5592 0.01 -0.01 -0.03 0.0999
H -2.7020 -4.3656 4.9898 -0.07 0.00 0.00 0.0592
H -1.8019 -5.8384 5.3996 -0.10 -0.15 -0.06 0.3305
C -2.2034 5.6800 -4.0804 -0.15 0.20 -0.06 -0.4495
C -2.5127 5.2910 -2.6508 -0.12 0.17 0.12 -0.2091
O -1.7413 4.0928 -2.4854 0.03 0.03 -0.15 -0.1980
C -0.7255 4.1212 -3.3795 0.03 0.02 0.15 0.6460
O 0.1930 3.3686 -3.3903 -0.04 -0.11 -0.04 -0.5451
O -0.8905 5.1355 -4.2663 -0.17 -0.04 0.13 -0.3866
H -2.1973 6.7557 -4.2373 0.21 -0.01 -0.02 0.3473
H -2.8805 5.2166 -4.8000 0.02 -0.05 0.03 0.2463
H -2.1672 6.0336 -1.9294 0.04 -0.01 -0.02 0.1374
H -3.5681 5.0945 -2.4811 0.05 -0.19 0.03 0.3377
C -1.7311 -10.4913 7.0523 -0.10 -0.17 0.02 -0.3437
C -2.5763 -9.2483 6.8814 -0.23 -0.03 -0.07 -0.3043
O -1.6749 -8.2099 7.2873 0.01 -0.13 -0.05 -0.2633
C -0.4045 -8.6659 7.1227 0.11 -0.01 -0.01 0.6003
O 0.5663 -7.9890 7.2066 -0.05 0.02 -0.02 -0.5235
O -0.4053 -9.9916 6.8467 -0.11 0.13 0.04 -0.3248
H -1.9638 -11.2681 6.3291 0.17 0.03 -0.07 0.3021
H -1.7974 -10.9084 8.0585 0.01 0.05 0.01 0.2537
H -2.8671 -9.0764 5.8434 0.04 0.00 0.00 0.2356
H -3.4675 -9.2479 7.5040 0.07 0.15 0.09 0.3437
C 7.4690 4.1522 -4.0341 0.20 0.06 0.04 -0.3301
C 6.8812 3.2330 -2.9860 0.15 -0.07 0.15 -0.3052
O 5.4781 3.3288 -3.2501 0.07 0.05 -0.10 -0.2738
C 5.3173 3.7058 -4.5373 -0.07 -0.11 -0.02 0.6693
O 4.2743 3.7138 -5.1117 0.28 -0.12 -0.03 -0.6027
O 6.4993 4.0749 -5.0850 -0.06 -0.02 0.10 -0.3191
H 8.4446 3.8303 -4.3882 -0.08 -0.03 -0.17 0.2836
H 7.5362 5.1869 -3.6936 -0.05 -0.01 0.01 0.2608
H 7.1929 2.1954 -3.1157 -0.02 0.01 -0.05 0.2832
H 7.1023 3.5463 -1.9693 -0.19 0.03 0.02 0.2888
```
Positions in Å, forces in eV/Å.

Below is a structure of composition C16H12N5O5SZn, with properties calculated with the ωB97M-V functional and the def2-TZVPD basis.

As for the HOMO-LUMO gap: 0.152 hartree. As for the HOMO energy: -3.7 eV. The energy above the lowest of the compared OMol25 structures with the same formula, charge and spin is 35.4 kcal/mol. The total charge is -1.

```
40
Properties=species:S:1:pos:R:3:forces:R:3:mulliken_charge:R:1
Zn 1.3011 1.6790 0.0902 -0.24 0.27 -0.70 -0.0380
N 3.5994 4.5557 -2.0366 1.11 1.41 0.24 -0.4554
C 2.6197 3.9473 -1.3057 -2.69 -0.92 -0.92 0.4775
S 2.9054 3.3778 0.2819 0.56 0.06 0.55 -0.4888
N 1.4498 3.8481 -1.9806 2.78 1.35 -0.09 -1.0801
N 0.5150 3.0895 -1.4270 -1.60 -0.98 0.47 0.8497
C -0.6822 3.1621 -1.9362 1.60 0.56 -0.25 -0.4770
C -1.8341 2.4900 -1.4441 0.03 -1.71 2.07 0.3431
C -3.0525 2.3958 -2.1433 -0.27 0.49 -0.36 -0.5319
C -4.2039 1.9460 -1.5061 -0.45 -0.18 -0.27 -0.4522
C -4.1632 1.6178 -0.1520 -0.91 0.17 -0.57 -0.2889
C -2.9934 1.7015 0.5424 -0.04 -0.94 1.90 -0.6812
C -1.7347 1.8968 -0.0791 0.38 0.57 -0.09 0.6089
O -0.6349 1.6329 0.6012 -1.43 0.50 -0.86 -0.7939
H 4.4547 4.9119 -1.5469 -1.58 -0.57 -0.53 0.2497
H 3.1406 5.2150 -2.6704 0.64 -0.30 0.02 0.2800
H -0.8269 3.8768 -2.7409 0.05 0.04 -0.33 0.3685
H -3.1452 2.7128 -3.2155 0.39 -0.14 1.12 0.2737
H -5.1784 1.8821 -1.9961 0.47 0.04 -0.23 0.3276
H -5.0983 1.2884 0.3431 0.68 0.38 -0.21 0.3022
H -3.1108 1.4864 1.6411 0.86 0.10 -1.15 0.2599
N 2.7870 0.3215 -1.9309 0.56 -1.62 -2.23 -0.5872
C 2.1318 0.0564 -0.9149 -1.32 3.77 2.46 0.3959
H 2.8963 -0.4156 -2.6586 0.04 -0.06 0.48 0.1815
O 1.5039 -1.1182 -0.4728 0.41 -2.05 0.23 -0.1714
C 1.2796 -1.1243 0.8788 0.27 2.45 -0.41 0.8443
O 1.2820 -0.1189 1.5796 0.00 -1.70 -0.36 -0.6544
C 1.0178 -2.4715 1.3978 -0.64 0.25 -0.97 0.3498
C 0.3393 -2.6044 2.5984 -0.13 2.35 0.14 -0.7205
C -0.0239 -3.8153 3.0566 -0.21 -1.73 -0.39 -0.2730
C 0.1961 -4.9222 2.2077 0.99 2.32 0.42 0.0312
C 0.9569 -4.7983 1.0444 0.37 -1.32 -0.25 -0.2287
C 1.3127 -3.5402 0.5766 0.20 -0.68 0.68 -0.6209
N -0.3937 -6.1336 2.5878 -0.92 -4.31 -0.73 0.8767
O -0.2823 -7.1075 1.7519 -0.41 2.49 2.57 -0.5778
O -1.0255 -6.2064 3.6525 1.06 -0.06 -1.70 -0.5743
H -0.0202 -1.6731 3.0863 0.74 -0.75 -0.12 0.3748
H -0.4577 -3.9458 4.0282 -0.50 -0.08 0.02 0.4730
H 1.3582 -5.7238 0.5832 -0.85 0.76 0.00 0.3741
H 1.8146 -3.3724 -0.3720 -0.02 -0.21 0.32 0.4534
```
Positions in Å, forces in eV/Å.